# 1
{"formula": "C13H26N2O4", "method": "ωB97M-V/def2-TZVPD", "elements": ["C", "H", "H", "H", "C", "C", "H", "H", "H", "H", "C", "N", "C", "O", "C", "C", "O", "N", "H", "C", "C", "O", "H", "H", "H", "H", "C", "C", "H", "H", "H", "C", "H", "H", "H", "H", "H", "H", "H", "H", "C", "O", "H", "H", "H"], "coordinates": [[4.445, -1.609, -0.951], [5.389, -1.395, -0.773], [4.203, -2.664, -1.409], [4.166, -0.879, -1.846], [3.639, -1.280, 0.031], [4.004, -2.464, 1.270], [3.492, -2.272, 2.275], [3.659, -3.545, 0.735], [4.979, -2.553, 1.406], [3.852, -0.409, 0.631], [2.059, -1.560, -0.054], [1.802, -0.278, -0.906], [1.368, 1.121, -0.309], [1.271, 1.024, 1.088], [0.733, 2.021, -1.223], [-0.640, 1.664, -1.099], [-1.218, 1.536, -2.230], [-1.303, 1.723, 0.047], [-0.951, 1.697, 0.779], [-2.658, 1.040, 0.260], [-2.480, -0.444, 0.323], [-1.488, -1.145, -0.302], [-1.824, -0.851, -1.288], [-2.038, -0.634, 1.593], [-3.597, -1.094, 0.130], [-3.280, 1.230, -0.817], [-3.389, 1.987, 1.215], [-4.956, 1.079, 1.458], [-5.303, 1.814, 2.259], [-5.395, 1.226, 0.593], [-4.843, 0.104, 1.831], [-3.587, 3.296, 0.749], [-4.234, 3.389, 0.004], [-4.025, 3.938, 1.640], [-2.568, 3.790, 0.701], [-3.011, 1.581, 2.245], [1.134, 2.009, -2.248], [0.892, 3.001, -0.368], [1.589, -0.305, -1.773], [1.644, -1.470, 0.973], [1.481, -2.404, -0.742], [1.826, -2.512, -2.060], [2.741, -2.524, -2.466], [0.513, -2.389, -0.772], [1.911, -3.588, -0.599]], "mulliken_charge": [-1.945, 0.629, 0.166, 0.350, 0.701, -1.315, 0.286, 0.183, 0.594, 0.458, 0.124, -0.180, 0.175, -0.689, -0.493, 0.591, -0.698, 0.045, 0.311, -0.101, -0.957, -0.187, 0.394, 0.151, 0.153, 0.241, 0.319, -1.431, 0.372, 0.538, 0.357, -1.399, 0.404, 0.353, 0.318, 0.395, 0.299, 0.269, 0.356, 0.438, -1.343, -0.597, 0.324, 0.958, 0.082], "e_lumo_ev": 0.301, "homo_lumo_gap_ev": 9.299, "molar_mass_g_mol": 274.361, "total_energy_ha": -920.8322, "e_above_lowest_ev": 18.145}


# 2
{"formula": "C13H26NO4P2Pr", "method": "ωB97M-V/def2-TZVPD", "elements": ["Pr", "P", "C", "C", "N", "C", "C", "C", "C", "C", "P", "H", "H", "H", "H", "H", "H", "H", "H", "O", "H", "H", "O", "H", "C", "H", "H", "H", "C", "H", "H", "H", "C", "H", "H", "H", "C", "H", "H", "H", "C", "O", "C", "O", "H", "H", "H"], "coordinates": [[-1.862, -0.197, 0.305], [0.316, 1.414, -1.873], [-0.656, -0.017, -2.349], [-0.032, -1.345, -1.941], [-0.304, -1.761, -0.677], [0.260, -2.866, -0.171], [1.066, -3.707, -0.986], [1.287, -3.327, -2.325], [0.747, -2.159, -2.788], [0.079, -3.239, 1.270], [-1.207, -2.274, 2.214], [0.919, -1.828, -3.831], [1.461, -4.595, -0.564], [1.885, -4.006, -2.974], [-0.179, -4.310, 1.337], [1.027, -3.109, 1.827], [-1.929, 0.044, -2.065], [-0.644, 0.022, -3.414], [-3.716, 0.945, -0.749], [-3.269, -0.145, -1.513], [-3.968, -0.446, -2.130], [-2.082, 1.829, 0.138], [-3.626, 1.507, 0.018], [-4.215, 2.154, 0.395], [-2.409, -3.597, 2.594], [-2.021, -4.269, 3.373], [-3.331, -3.123, 2.957], [-2.644, -4.174, 1.690], [-0.388, -2.090, 3.836], [-0.711, -1.134, 4.271], [-0.664, -2.896, 4.530], [0.703, -2.065, 3.720], [2.079, 1.019, -1.730], [2.562, 1.123, -2.717], [2.572, 1.711, -1.018], [2.220, -0.013, -1.378], [0.208, 2.727, -3.115], [0.563, 3.681, -2.678], [0.831, 2.483, -3.988], [-0.839, 2.839, -3.433], [0.374, 3.888, 1.365], [0.639, 3.283, 0.046], [-0.144, 2.318, -0.313], [-1.154, 2.017, 0.540], [-0.663, 4.242, 1.393], [1.083, 4.714, 1.409], [0.561, 3.132, 2.131]], "mulliken_charge": [0.247, 1.298, -1.215, 0.075, 0.168, 0.665, -0.654, -0.535, -0.581, -1.268, 0.755, 0.467, 0.550, 0.421, 0.529, 0.404, 0.460, 0.828, 0.421, -0.697, 0.201, 0.602, -0.550, 0.233, -1.405, 0.457, 0.415, 0.410, -1.132, 0.346, 0.368, 0.397, -1.276, 0.423, 0.417, 0.326, -1.394, 0.397, 0.469, 0.429, -0.702, -0.355, 0.219, -0.497, 0.286, 0.300, 0.280], "e_lumo_ev": [-6.120, -5.991], "homo_lumo_gap_ev": [6.139, 5.070], "total_charge": 2, "spin_multiplicity": 3, "molar_mass_g_mol": 463.210, "total_energy_ha": -2065.7422, "e_above_lowest_ev": 4.926}


# 3
{"formula": "C13H27BBrN4O4", "method": "ωB97M-V/def2-TZVPD", "elements": ["C", "C", "N", "B", "O", "O", "C", "C", "C", "N", "C", "N", "C", "N", "Br", "C", "C", "H", "H", "H", "H", "H", "H", "H", "H", "H", "H", "H", "H", "H", "H", "H", "H", "H", "C", "O", "C", "C", "O", "C", "H", "H", "H", "H", "H", "H", "H", "H", "H", "H"], "coordinates": [[1.462, 3.571, 2.868], [2.124, 2.737, 2.215], [2.878, 2.038, 1.194], [3.592, 2.984, 0.252], [5.025, 2.867, 0.194], [2.974, 3.942, -0.597], [2.926, 3.352, -1.933], [4.023, 3.911, -2.950], [2.004, 1.086, 0.455], [0.934, 1.612, -0.101], [-0.032, 0.776, -0.860], [-1.248, 1.628, -1.108], [-2.042, 1.660, 0.166], [2.451, -0.289, 0.413], [2.987, -0.890, -1.266], [1.625, -1.211, 1.169], [1.313, -0.909, 2.530], [0.756, 4.341, 3.312], [5.403, 3.002, 1.098], [3.045, 2.211, -1.868], [1.894, 3.614, -2.362], [3.501, 4.552, -3.732], [4.893, 4.448, -2.463], [4.458, 3.011, -3.517], [0.709, 2.627, -0.038], [-0.412, -0.142, -0.297], [0.338, 0.416, -1.872], [-1.782, 1.140, -1.842], [-3.066, 2.130, 0.038], [-1.502, 2.238, 0.993], [-2.221, 0.604, 0.597], [1.273, -2.159, 0.624], [0.238, -0.609, 2.786], [2.137, -0.972, 3.316], [-1.848, -2.831, -0.860], [-2.386, -2.567, 0.427], [-3.804, -2.396, 0.399], [-4.524, -3.648, 0.882], [-4.340, -4.732, -0.024], [-3.364, -5.660, 0.432], [-0.819, -3.175, -0.734], [-2.413, -3.605, -1.384], [-1.840, -1.911, -1.455], [-4.143, -2.111, -0.603], [-4.039, -1.572, 1.080], [-5.598, -3.442, 0.917], [-4.202, -3.923, 1.892], [-3.778, -6.263, 1.246], [-2.453, -5.161, 0.770], [-3.109, -6.320, -0.398]], "mulliken_charge": [-0.110, -0.286, 0.216, 0.632, -0.488, -0.533, 0.218, -1.059, -0.512, 0.437, -0.606, -0.470, -0.572, 0.014, 0.037, -0.001, -0.624, 0.381, 0.337, -0.079, 0.286, 0.303, 0.283, 0.288, 0.555, 0.226, 0.320, 0.339, 0.363, 0.191, 0.120, 0.271, 0.239, 0.288, -0.773, -0.219, -0.533, -0.695, -0.377, -0.668, 0.183, 0.463, 0.252, 0.404, 0.377, 0.402, 0.349, 0.334, 0.255, 0.245], "e_lumo_ev": -4.979, "homo_lumo_gap_ev": 6.569, "total_charge": 1, "molar_mass_g_mol": 394.099, "total_energy_ha": -3629.8714}


# 4
{"formula": "C13H27Cl3F6N2O4PdS2Si4Te", "method": "ωB97M-V/def2-TZVPD", "elements": ["Pd", "F", "C", "F", "F", "S", "O", "O", "N", "S", "O", "O", "C", "F", "F", "F", "Cl", "C", "Cl", "Cl", "C", "N", "C", "Si", "C", "C", "Si", "Te", "Si", "C", "C", "C", "Si", "C", "C", "C", "H", "H", "H", "H", "H", "H", "H", "H", "H", "H", "H", "H", "H", "H", "H", "H", "H", "H", "H", "H", "H", "H", "H", "H", "H", "H", "H"], "coordinates": [[-1.944, -0.073, 1.580], [-4.224, -4.726, 0.702], [-4.547, -3.457, 0.874], [-4.632, -3.182, 2.173], [-5.681, -3.184, 0.278], [-3.135, -2.461, 0.181], [-2.010, -2.808, 1.004], [-3.091, -2.631, -1.235], [-3.487, -0.901, 0.597], [-4.428, 0.019, -0.437], [-3.610, 0.639, -1.437], [-5.609, -0.691, -0.764], [-4.902, 1.377, 0.751], [-5.180, 0.877, 1.951], [-5.953, 1.985, 0.255], [-3.892, 2.246, 0.872], [-2.970, -0.789, 4.005], [-1.879, 0.434, 4.763], [-1.010, -0.241, 6.111], [-2.763, 1.883, 5.171], [-0.950, 0.728, 3.650], [-0.270, 0.926, 2.735], [1.590, -0.608, -2.911], [-0.053, -1.271, -2.341], [-1.455, -1.054, -3.508], [0.173, -2.819, -1.371], [1.672, 0.784, -0.293], [-0.788, 0.726, -0.568], [2.396, 2.739, -1.483], [4.126, 2.421, -2.081], [2.308, 3.886, -0.007], [1.196, 3.214, -2.823], [2.838, -0.496, 1.379], [4.449, -1.029, 0.621], [1.737, -1.919, 1.853], [3.069, 0.830, 2.679], [1.949, -1.315, -3.671], [2.371, -0.622, -2.137], [1.540, 0.369, -3.388], [-1.550, -1.956, -4.122], [-1.282, -0.204, -4.170], [-2.400, -0.921, -2.984], [-0.070, -3.672, -2.012], [-0.464, -2.888, -0.490], [1.217, -2.911, -1.066], [4.782, 2.083, -1.276], [4.546, 3.352, -2.473], [4.157, 1.685, -2.885], [3.010, 3.610, 0.782], [1.305, 3.953, 0.421], [2.581, 4.890, -0.345], [1.335, 2.638, -3.739], [1.377, 4.262, -3.080], [0.152, 3.142, -2.514], [4.311, -1.720, -0.212], [5.037, -1.552, 1.381], [5.043, -0.181, 0.277], [1.686, -2.661, 1.054], [0.720, -1.605, 2.088], [2.147, -2.419, 2.734], [3.943, 1.441, 2.449], [3.254, 0.343, 3.641], [2.209, 1.485, 2.811]], "mulliken_charge": [0.716, -0.173, 0.461, -0.210, -0.158, 1.079, -0.786, -0.592, -0.473, 0.889, -0.602, -0.568, 0.718, -0.219, -0.175, -0.184, -0.036, 0.974, -0.025, -0.012, -0.276, -0.282, -1.093, 0.565, -0.927, -0.796, -0.073, -0.126, 0.595, -1.012, -1.110, -1.020, 0.721, -1.168, -0.730, -1.183, 0.496, 0.147, 0.213, 0.421, 0.371, 0.260, 0.441, 0.204, 0.401, 0.307, 0.410, 0.344, 0.333, 0.358, 0.434, 0.373, 0.420, 0.336, 0.349, 0.414, 0.328, 0.249, 0.021, 0.507, 0.368, 0.425, 0.362], "e_lumo_ev": [-8.381, -8.373], "homo_lumo_gap_ev": [6.626, 6.632], "total_charge": 2, "molar_mass_g_mol": 906.214, "total_energy_ha": -5251.4774, "e_above_lowest_ev": 0.001}